(1)
{"formula": "C36H72BF4N11O4", "method": "the ωB97M-V functional and the def2-TZVPD basis", "e_above_lowest_kj_mol": 215.2, "total_charge": 0, "gap_ev": 8.5381, "fmax_ev_per_a": 12.79, "homo_ev": -9.0, "species": ["C", "C", "C", "N", "C", "C", "C", "C", "C", "H", "H", "H", "H", "H", "H", "H", "H", "H", "H", "H", "H", "H", "H", "H", "H", "H", "H", "B", "F", "F", "F", "F", "C", "C", "N", "H", "H", "H", "C", "C", "N", "H", "H", "H", "C", "C", "N", "H", "H", "H", "C", "C", "N", "H", "H", "H", "C", "C", "N", "H", "H", "H", "C", "C", "N", "H", "H", "H", "C", "C", "N", "H", "H", "H", "C", "C", "N", "H", "H", "H", "C", "C", "N", "H", "H", "H", "C", "C", "N", "H", "H", "H", "C", "C", "O", "H", "H", "H", "H", "H", "H", "C", "C", "O", "H", "H", "H", "H", "H", "H", "C", "C", "O", "H", "H", "H", "H", "H", "H", "C", "C", "O", "H", "H", "H", "H", "H", "H"], "positions_angstrom": [[0.863, -2.594, 1.672], [0.631, -1.648, 0.517], [0.280, -0.308, 0.868], [-0.095, 0.615, -0.273], [-1.433, 0.301, -0.716], [0.949, 0.662, -1.334], [0.901, 1.987, -2.031], [0.118, 2.890, -1.012], [-0.043, 1.937, 0.291], [1.252, -3.649, 1.227], [0.033, -2.648, 2.323], [1.507, -2.340, 2.377], [0.149, -2.014, -0.298], [1.529, -1.540, -0.150], [0.994, 0.192, 1.249], [-0.469, -0.323, 1.638], [-1.577, 0.706, -1.716], [-2.048, 0.351, 0.102], [-1.664, -0.758, -1.036], [0.626, -0.172, -2.278], [1.991, 0.232, -1.172], [0.399, 2.058, -2.948], [1.895, 2.398, -2.058], [-0.848, 2.993, -1.460], [0.483, 3.784, -0.787], [-0.959, 2.117, 0.756], [0.859, 2.098, 0.730], [-2.883, 5.319, -3.492], [-2.905, 6.688, -3.438], [-3.784, 4.713, -2.790], [-3.040, 4.954, -4.741], [-1.510, 4.999, -3.161], [-0.831, -4.294, -2.465], [0.043, -3.124, -3.008], [0.638, -2.262, -3.486], [-0.299, -5.183, -2.692], [-0.788, -4.143, -1.423], [-1.862, -4.249, -2.853], [2.372, 7.274, 0.908], [2.403, 6.505, -0.410], [2.483, 5.842, -1.371], [2.837, 8.382, 1.007], [1.381, 7.388, 1.087], [2.904, 6.624, 1.706], [-4.104, -4.571, 1.496], [-3.127, -3.645, 0.781], [-2.519, -2.839, 0.300], [-3.603, -5.612, 1.182], [-3.866, -4.351, 2.587], [-5.149, -4.553, 1.223], [-1.900, -0.619, -6.338], [-1.739, 0.450, -5.220], [-1.690, 1.217, -4.344], [-1.864, -0.075, -7.362], [-1.118, -1.148, -6.632], [-2.729, -1.211, -6.453], [-1.330, -4.792, 5.070], [-0.890, -5.302, 3.650], [-0.588, -5.650, 2.627], [-2.354, -5.104, 5.227], [-0.569, -4.706, 5.867], [-1.451, -3.683, 4.710], [-4.614, -0.090, 1.962], [-3.456, 0.806, 2.475], [-2.574, 1.410, 2.699], [-5.077, 0.145, 1.028], [-4.382, -1.103, 1.941], [-5.490, -0.148, 2.624], [-4.833, -1.394, -2.573], [-4.211, -2.414, -3.648], [-3.818, -3.098, -4.430], [-4.739, -0.343, -3.117], [-5.815, -1.667, -2.386], [-4.207, -1.562, -1.548], [3.849, -5.791, -2.470], [3.508, -4.683, -1.412], [3.322, -3.793, -0.601], [3.154, -5.894, -3.226], [4.723, -5.484, -2.731], [4.043, -6.689, -1.806], [4.037, 3.280, 0.980], [3.524, 2.879, 2.447], [3.126, 2.513, 3.429], [4.347, 4.182, 1.000], [4.814, 2.771, 0.544], [3.073, 3.432, 0.598], [5.688, -2.234, 1.502], [4.802, -1.012, 1.153], [4.131, -0.059, 0.889], [6.769, -1.965, 1.234], [5.862, -2.646, 2.562], [5.429, -3.069, 0.879], [-1.843, -0.999, 4.917], [-0.363, -0.512, 5.018], [0.448, -1.561, 5.106], [-2.085, -1.466, 4.007], [-2.582, 0.002, 4.898], [-2.131, -1.465, 5.713], [-0.157, 0.355, 5.707], [-0.341, -0.095, 3.926], [1.468, -1.151, 5.011], [3.592, 4.149, -4.972], [2.045, 4.321, -5.148], [1.808, 4.390, -6.559], [3.826, 4.056, -3.900], [4.017, 5.056, -5.457], [3.995, 3.364, -5.411], [1.825, 5.088, -4.714], [1.502, 3.368, -4.942], [0.834, 4.495, -6.557], [2.922, -5.167, 2.930], [2.347, -5.573, 4.335], [3.426, -5.371, 5.096], [2.165, -5.321, 2.055], [3.675, -5.878, 2.742], [3.300, -4.141, 3.196], [1.939, -6.580, 4.599], [1.601, -4.833, 4.507], [3.204, -5.676, 6.108], [-2.602, 5.463, 0.251], [-3.739, 6.428, 0.567], [-3.831, 6.460, 1.975], [-1.632, 5.689, 0.591], [-2.195, 5.698, -0.735], [-2.752, 4.474, 0.441], [-4.540, 5.836, 0.485], [-3.933, 7.263, -0.337], [-3.152, 7.015, 2.334]], "lowdin_charge": [-0.064, -0.254, -0.141, -0.248, 0.005, -0.112, -0.136, -0.058, -0.068, 0.099, 0.042, 0.006, 0.044, 0.104, 0.059, 0.123, 0.098, 0.057, 0.095, 0.168, 0.140, 0.062, 0.104, 0.095, 0.043, 0.096, 0.097, -1.543, 0.120, 0.223, 0.183, 0.023, -0.027, -0.227, 0.124, 0.054, 0.020, 0.060, -0.065, -0.239, 0.134, 0.134, 0.007, 0.098, -0.046, -0.266, 0.176, 0.125, 0.084, 0.064, -0.043, -0.172, 0.149, 0.116, 0.005, 0.023, -0.023, -0.274, 0.145, 0.059, 0.083, 0.072, -0.023, -0.229, 0.171, 0.067, 0.015, 0.082, -0.037, -0.259, 0.114, 0.121, 0.012, 0.087, -0.006, -0.154, 0.130, 0.051, -0.005, 0.112, 0.001, -0.232, 0.098, -0.021, 0.048, 0.036, -0.080, -0.194, 0.128, 0.090, 0.101, 0.018, -0.087, -0.397, -0.117, 0.030, 0.131, -0.013, 0.131, 0.104, 0.208, -0.052, -0.257, -0.096, 0.066, 0.091, 0.002, 0.009, 0.125, 0.096, -0.072, -0.414, -0.124, 0.076, 0.041, 0.089, 0.127, 0.060, 0.184, -0.084, -0.295, -0.073, 0.044, 0.070, 0.038, 0.050, 0.191, 0.063]}

---

(2)
{"formula": "C4H7NO", "method": "the ωB97M-V functional and the def2-TZVPD basis", "e_above_lowest_kj_mol": 100.0, "smiles": "N#CCCCO", "total_charge": 0, "gap_ev": 11.6075, "fmax_ev_per_a": 1.22, "homo_ev": -10.8, "species": ["N", "C", "C", "C", "C", "O", "H", "H", "H", "H", "H", "H", "H"], "positions_angstrom": [[2.289, 1.007, 1.418], [1.204, 1.097, 1.021], [-0.202, 1.113, 0.588], [-0.439, 0.418, -0.760], [-0.012, -1.039, -0.669], [-0.667, -1.601, 0.455], [-0.751, 0.544, 1.339], [-0.591, 2.135, 0.599], [-1.513, 0.473, -0.975], [0.088, 0.913, -1.584], [-0.285, -1.572, -1.592], [1.081, -1.084, -0.555], [-0.202, -2.403, 0.715]], "lowdin_charge": [0.138, -0.226, -0.184, -0.183, -0.278, -0.069, 0.113, 0.119, 0.118, 0.121, 0.117, 0.117, 0.096]}

---

(3)
{"formula": "C17H16N2OS", "method": "the ωB97M-V functional and the def2-TZVPD basis", "e_above_lowest_kj_mol": 450.9, "total_charge": 0, "gap_ev": 7.1675, "fmax_ev_per_a": 3.65, "homo_ev": -7.0, "species": ["C", "S", "C", "C", "C", "C", "C", "C", "C", "N", "C", "C", "H", "H", "H", "H", "H", "H", "H", "H", "H", "H", "H", "C", "C", "C", "C", "N", "C", "O", "C", "C", "H", "H", "H", "H", "H"], "positions_angstrom": [[3.158, 1.143, 2.926], [2.432, 0.344, 1.449], [3.728, -0.890, 1.089], [1.214, -0.600, 2.178], [-0.055, -0.576, 1.575], [-0.921, -1.694, 1.727], [-2.276, -1.531, 1.523], [-2.780, -0.274, 1.134], [-4.207, -0.052, 1.116], [-5.367, 0.126, 1.086], [-1.898, 0.741, 0.717], [-0.531, 0.564, 0.865], [2.540, 2.027, 3.129], [3.148, 0.457, 3.778], [4.177, 1.437, 2.626], [3.573, -1.223, 0.053], [4.672, -0.346, 1.178], [3.684, -1.734, 1.781], [1.570, -1.532, 2.649], [-0.468, -2.639, 2.030], [-2.957, -2.382, 1.629], [-2.316, 1.638, 0.238], [0.154, 1.322, 0.480], [0.569, 1.322, 9.564], [1.776, 0.691, 9.238], [2.019, 0.285, 7.928], [1.065, 0.512, 6.926], [1.388, 0.128, 5.592], [0.597, 0.132, 4.646], [-0.436, 0.295, 4.086], [-0.158, 1.117, 7.256], [-0.397, 1.527, 8.575], [0.392, 1.644, 10.586], [2.535, 0.513, 9.997], [2.944, -0.205, 7.644], [-0.914, 1.276, 6.492], [-1.341, 2.012, 8.843]], "lowdin_charge": [-0.254, 1.030, -0.246, -0.450, -0.364, -0.046, -0.038, -0.255, -0.198, 0.121, -0.037, -0.066, 0.064, 0.043, 0.050, 0.060, 0.045, 0.061, 0.092, 0.114, 0.121, 0.123, 0.087, -0.098, -0.089, -0.040, -0.248, 0.140, -0.294, 0.149, -0.019, -0.081, 0.098, 0.102, 0.106, 0.108, 0.107]}

---

(4)
{"formula": "C8H8IrNO6", "method": "the ωB97M-V functional and the def2-TZVPD basis", "multiplicity": 6, "e_above_lowest_kj_mol": 68.6, "total_charge": 3, "gap_ev": [5.0102, 1.6753], "fmax_ev_per_a": 6.37, "homo_ev": [-18.1, -21.1], "species": ["O", "C", "Ir", "O", "C", "C", "O", "C", "O", "C", "O", "H", "C", "N", "C", "C", "O", "H", "H", "H", "H", "H", "H", "H"], "positions_angstrom": [[-1.596, -6.330, -1.162], [-1.083, -5.319, -1.286], [-0.156, -0.445, -2.235], [-2.213, 0.109, -0.035], [-1.438, -0.035, -0.891], [1.655, -0.542, -1.692], [2.758, -0.735, -1.375], [0.495, 2.973, -2.986], [1.269, 3.805, -3.093], [-0.242, -1.022, -4.062], [-0.271, -1.500, -5.125], [-0.516, -1.804, -1.900], [1.219, 0.139, 1.882], [0.101, 1.039, 2.076], [-0.848, 0.752, 3.142], [-0.065, 2.092, 1.237], [0.610, 2.298, 0.226], [1.618, -0.124, 2.868], [1.973, 0.641, 1.274], [0.902, -0.775, 1.358], [-1.330, 1.688, 3.447], [-1.628, 0.053, 2.815], [-0.311, 0.288, 3.974], [-0.901, 2.757, 1.542]], "lowdin_charge": [0.413, 0.560, 1.258, 0.160, -0.306, -0.278, 0.207, 0.004, 0.078, -0.232, 0.225, -0.060, 0.041, -0.038, 0.064, -0.203, 0.140, 0.139, 0.113, 0.123, 0.135, 0.138, 0.135, 0.184]}

---

(5)
{"formula": "C2H7NO2", "method": "the ωB97M-V functional and the def2-TZVPD basis", "e_above_lowest_kj_mol": 357.8, "smiles": "C=NO.CO", "total_charge": 0, "gap_ev": 10.6575, "fmax_ev_per_a": 1.53, "homo_ev": -10.0, "species": ["C", "N", "O", "H", "H", "H", "C", "O", "H", "H", "H", "H"], "positions_angstrom": [[0.087, -1.895, 0.146], [-1.016, -1.769, 0.759], [-1.213, -0.660, 1.495], [0.958, -1.252, 0.301], [0.279, -2.860, -0.292], [-0.473, -0.009, 1.354], [-0.101, 1.359, -0.764], [0.916, 1.407, 0.215], [-0.235, 2.326, -1.255], [-1.052, 1.155, -0.276], [0.114, 0.499, -1.484], [1.737, 1.698, -0.198]], "lowdin_charge": [-0.065, -0.092, -0.073, 0.074, 0.061, 0.076, -0.174, -0.142, 0.080, 0.069, 0.099, 0.088]}